No. 1
{
  "formula": "H24O12",
  "method": "ωB97M-V/def2-TZVPD",
  "homo_lumo_gap_ev": [10.18, 2.75],
  "s_squared": 0.755,
  "homo_energy_ha": [-0.50805, -0.50451],
  "multiplicity": 2,
  "relative_energy_ev": 2.139,
  "charge": 1,
  "elements": ["O", "H", "H", "O", "H", "H", "O", "H", "H", "O", "H", "H", "O", "H", "H", "O", "H", "H", "O", "H", "H", "O", "H", "H", "O", "H", "H", "O", "H", "H", "O", "H", "H", "O", "H", "H"],
  "positions_angstrom": [[0.485, 0.158, 0.074], [-0.292, 0.611, 0.400], [0.164, -0.380, -0.650], [-0.311, -1.436, -3.219], [-0.491, -1.553, -4.152], [0.302, -2.139, -3.003], [2.574, -0.796, -2.602], [2.331, -0.213, -3.321], [1.865, -0.701, -1.966], [-0.145, 0.495, 3.421], [-1.087, 0.514, 3.253], [0.232, 1.054, 2.742], [-0.070, -3.193, -0.833], [0.312, -3.474, -0.002], [-0.935, -2.858, -0.599], [-0.490, 2.859, -0.596], [-1.317, 2.787, -1.073], [-0.724, 3.285, 0.228], [-2.429, -1.256, -1.673], [-3.147, -0.976, -2.240], [-1.638, -1.078, -2.182], [-2.544, 0.613, 1.872], [-2.704, 1.299, 2.519], [-2.908, 0.960, 1.058], [2.252, -1.165, 2.675], [1.969, -0.310, 2.349], [1.997, -1.166, 3.597], [-2.457, -2.066, 1.390], [-2.376, -1.120, 1.510], [-2.652, -2.174, 0.459], [2.198, 2.893, -1.287], [1.305, 2.662, -1.029], [2.613, 3.190, -0.477], [2.915, 1.381, 1.396], [2.820, 2.321, 1.247], [2.384, 0.974, 0.711]]
}

No. 2
{
  "formula": "C10H19N5O5",
  "method": "ωB97M-V/def2-TZVPD",
  "homo_lumo_gap_ev": 8.71,
  "smiles": "[H]/N=C(/N)NCCC[C@H](N)C(=O)N[C@@H](CC(=O)O)C(=O)O",
  "homo_energy_ha": -0.30746,
  "relative_energy_ev": 2.997,
  "charge": 0,
  "elements": ["H", "N", "C", "N", "N", "C", "C", "C", "C", "N", "C", "O", "N", "C", "C", "C", "O", "O", "C", "O", "O", "H", "H", "H", "H", "H", "H", "H", "H", "H", "H", "H", "H", "H", "H", "H", "H", "H", "H"],
  "positions_angstrom": [[-4.112, 1.674, -0.654], [-4.639, 1.056, -1.317], [-4.482, -0.148, -0.879], [-5.279, -1.100, -1.364], [-3.501, -0.657, -0.049], [-3.152, -0.168, 1.304], [-1.713, -0.227, 1.737], [-0.565, 0.776, 1.433], [-0.135, 0.788, -0.080], [-1.344, 1.018, -0.883], [0.523, -0.484, -0.513], [0.108, -1.324, -1.258], [1.746, -0.674, -0.011], [2.846, 0.326, 0.239], [4.036, -0.481, 0.818], [5.054, -1.036, -0.202], [6.224, -0.834, 0.011], [4.468, -1.857, -1.100], [3.282, 1.296, -0.881], [3.295, 1.091, -2.077], [3.387, 2.574, -0.292], [-6.028, -0.818, -2.007], [-5.129, -2.047, -1.261], [-3.345, -1.684, -0.163], [-3.525, 0.876, 1.388], [-3.726, -0.745, 2.026], [-1.834, -0.430, 2.766], [-1.508, -1.208, 1.385], [-0.774, 1.795, 1.811], [0.280, 0.324, 1.851], [0.577, 1.544, -0.315], [-1.216, 0.739, -1.900], [-1.861, 0.362, -0.509], [2.108, -1.503, -0.522], [2.550, 0.932, 1.197], [4.627, 0.232, 1.363], [3.733, -1.212, 1.560], [5.163, -1.954, -1.722], [3.860, 3.190, -0.927]]
}

No. 3
{
  "formula": "C18H18N6O2S3",
  "method": "ωB97M-V/def2-TZVPD",
  "homo_lumo_gap_ev": 7.25,
  "homo_energy_ha": -0.31146,
  "charge": 0,
  "elements": ["C", "N", "C", "C", "N", "S", "O", "O", "C", "C", "C", "C", "C", "N", "S", "N", "C", "S", "C", "N", "C", "C", "C", "C", "C", "C", "N", "H", "H", "H", "H", "H", "H", "H", "C", "C", "H", "H", "H", "H", "H", "H", "H", "H", "H", "H", "H"],
  "positions_angstrom": [[-7.059, -1.161, 0.055], [-5.847, -0.544, 0.550], [-5.327, 0.438, -0.388], [-4.107, 1.134, 0.213], [-3.090, 0.175, 0.590], [-2.112, -0.364, -0.655], [-1.858, -1.770, -0.505], [-2.570, 0.109, -1.929], [-0.582, 0.481, -0.267], [0.540, -0.233, 0.053], [1.769, 0.386, 0.328], [1.910, 1.755, 0.269], [0.766, 2.524, -0.044], [0.680, 3.847, -0.137], [-0.829, 4.240, -0.510], [-1.455, 2.763, -0.576], [-0.497, 1.878, -0.309], [3.411, 2.618, 0.595], [4.580, 1.331, 0.348], [5.459, 0.945, 1.218], [6.199, -0.023, 0.587], [7.267, -0.783, 1.052], [7.817, -1.703, 0.186], [7.330, -1.876, -1.112], [6.271, -1.134, -1.595], [5.715, -0.205, -0.732], [4.680, 0.687, -0.859], [4.101, 0.840, -1.669], [5.895, -1.269, -2.598], [7.795, -2.610, -1.753], [8.648, -2.310, 0.514], [7.638, -0.646, 2.054], [2.613, -0.231, 0.597], [0.460, -1.309, 0.088], [-3.610, -0.852, 1.467], [-4.828, -1.535, 0.849], [-5.242, -2.258, 1.556], [-4.499, -2.073, -0.058], [-2.816, -1.578, 1.635], [-3.884, -0.375, 2.413], [-3.661, 1.815, -0.510], [-4.393, 1.684, 1.114], [-6.108, 1.176, -0.585], [-5.027, -0.027, -1.343], [-7.436, -1.854, 0.806], [-7.807, -0.388, -0.114], [-6.903, -1.711, -0.886]]
}

| no. | E_tot (eV) |
| --- | --- |
| 1 | -24948.8226 |
| 2 | -28365.1597 |
| 3 | -64499.1275 |